Record 1
Here is a structure of composition C22H26MoN3S2 from OMol25. Energies are from ωB97M-V/def2-TZVPD.

Computed properties:
Kohn-Sham gap, eV: 6.24
Net charge: -1
ΔE to the lowest compared entry with this formula, charge and spin, kJ/mol: 78.3
Lowest unoccupied orbital energy, hartree: 0.09919
E_tot, eV: -51236.527

Geometry (Å):
Mo: -0.658 -0.098 0.286
C: -1.209 -1.414 2.214
C: -1.857 -0.141 2.268
C: -2.743 -0.062 1.145
C: -2.609 -1.277 0.390
C: -1.674 -2.110 1.078
C: -1.332 -3.535 0.781
C: -3.545 -1.702 -0.704
C: -3.838 0.949 0.949
C: -1.814 0.850 3.396
C: -0.296 -2.025 3.230
H: -0.254 -3.665 0.684
H: -1.787 -3.877 -0.148
H: -1.678 -4.178 1.595
H: -3.615 -0.946 -1.488
H: -4.549 -1.866 -0.300
H: -3.206 -2.628 -1.165
H: -3.651 1.609 0.101
H: -3.943 1.570 1.838
H: -4.787 0.440 0.768
H: -1.622 1.860 3.034
H: -1.020 0.599 4.097
H: -2.763 0.856 3.941
H: 0.618 -2.393 2.762
H: -0.786 -2.870 3.722
H: -0.006 -1.305 3.993
S: 0.905 -1.788 -0.801
C: 2.431 -0.972 -0.606
C: 3.492 -1.310 -1.441
C: 4.773 -0.794 -1.256
C: 5.830 -1.222 -2.101
N: 6.666 -1.590 -2.802
C: 4.995 0.123 -0.207
C: 3.927 0.480 0.615
C: 2.654 -0.052 0.447
S: 1.402 0.349 1.595
C: 6.283 0.668 0.030
N: 7.319 1.128 0.234
H: 3.319 -2.023 -2.236
H: 4.093 1.176 1.427
C: -1.561 2.933 -2.022
C: -0.280 2.085 -1.958
C: 0.912 2.980 -1.593
C: -0.059 1.408 -3.319
N: -0.442 1.097 -0.951
H: -1.465 3.710 -2.784
H: -1.744 3.399 -1.052
H: -2.411 2.294 -2.268
H: 1.071 3.757 -2.344
H: 1.816 2.375 -1.506
H: 0.724 3.448 -0.625
H: 0.086 2.147 -4.111
H: -0.929 0.795 -3.559
H: 0.815 0.757 -3.272



Record 2
Here is a structure of composition C22H26N3O2PSn from OMol25. Energies are from ωB97M-V/def2-TZVPD.

Computed properties:
Kohn-Sham gap (spin up / spin down), eV: 5.61 / 5.13
Net charge: +4
Lowest unoccupied orbital energy (spin up / spin down), hartree: -0.58270 / -0.60107
E_tot, eV: -46875.453

Geometry (Å):
N: 0.480 -1.942 -0.872
C: 0.865 -3.034 -0.807
C: 1.365 -4.381 -0.718
H: 2.451 -4.359 -0.561
H: 1.143 -4.914 -1.651
H: 0.884 -4.894 0.120
N: -3.195 0.927 -1.669
C: -4.316 1.089 -1.914
C: -5.698 1.298 -2.239
H: -5.966 0.663 -3.091
H: -5.850 2.350 -2.503
H: -6.319 1.041 -1.377
N: 1.013 2.838 -0.618
C: 1.692 3.727 -0.317
C: 2.540 4.829 0.047
H: 2.018 5.455 0.779
H: 2.765 5.421 -0.848
H: 3.469 4.439 0.477
Sn: -0.462 0.656 -1.570
C: -1.667 2.031 0.603
O: -2.312 2.762 1.204
C: -2.106 -0.879 0.455
O: -3.075 -1.466 0.608
C: -0.107 -0.705 -3.667
C: 1.152 -0.174 -3.331
C: 1.331 1.220 -3.235
C: 0.245 2.088 -3.479
C: -1.018 1.561 -3.818
C: -1.198 0.164 -3.912
H: -0.241 -1.786 -3.759
H: 1.997 -0.851 -3.148
H: 2.310 1.628 -2.962
H: 0.381 3.174 -3.397
H: -1.863 2.235 -4.012
H: -2.171 -0.248 -4.189
C: -1.057 0.288 3.500
P: -0.007 0.144 2.002
C: 1.194 1.460 2.447
C: 0.948 -1.355 2.496
C: 0.256 -2.573 2.513
C: 0.902 -3.736 2.917
C: 2.242 -3.705 3.310
C: 2.954 -2.501 3.253
C: 2.313 -1.331 2.827
H: -1.587 1.246 3.486
H: -0.412 0.224 4.384
H: -1.777 -0.532 3.519
H: 1.570 1.295 3.464
H: 2.034 1.433 1.745
H: 0.712 2.442 2.368
H: -0.797 -2.598 2.222
H: 0.340 -4.669 2.949
H: 2.742 -4.626 3.622
H: 4.004 -2.471 3.559
H: 2.889 -0.401 2.786



Record 3
Here is an isolated molecule of C22H26N4O4 from OMol25. Energies are from ωB97M-V/def2-TZVPD.

Computed properties:
Kohn-Sham gap, eV: 7.54
Net charge: 0
ΔE to the lowest compared entry with this formula, charge and spin, kJ/mol: 426.7
SMILES string: CCCCCCCC(=O)Nc1ccc(C(=O)N/N=C/c2cccc([N+](=O)[O-])c2)cc1
Lowest unoccupied orbital energy, hartree: -0.03408
E_tot, eV: -37384.153

Geometry (Å):
C: -0.414 -4.482 4.746
C: 0.258 -3.830 3.543
C: 0.654 -2.373 3.788
C: -0.552 -1.441 3.882
C: -0.167 0.024 4.097
C: 0.505 0.648 2.876
C: 0.721 2.156 3.053
C: 1.337 2.740 1.797
O: 2.491 3.092 1.717
N: 0.436 2.802 0.768
C: 0.659 3.074 -0.575
C: -0.437 2.978 -1.437
C: -0.269 3.094 -2.798
C: 0.999 3.325 -3.330
C: 1.235 3.246 -4.788
O: 1.845 4.028 -5.476
N: 0.707 2.089 -5.355
N: 0.188 1.147 -4.589
C: -0.246 0.031 -5.014
C: -0.793 -0.899 -4.042
C: -1.253 -2.162 -4.422
C: -1.766 -3.044 -3.484
C: -1.836 -2.685 -2.151
C: -1.386 -1.422 -1.772
N: -1.472 -1.032 -0.391
O: -1.776 -1.878 0.423
O: -1.242 0.129 -0.109
C: -0.867 -0.533 -2.697
C: 2.070 3.529 -2.465
C: 1.908 3.403 -1.099
H: -1.363 -4.002 4.971
H: 0.225 -4.411 5.624
H: -0.607 -5.534 4.547
H: 1.158 -4.400 3.295
H: -0.412 -3.876 2.682
H: 1.293 -2.051 2.963
H: 1.240 -2.306 4.708
H: -1.142 -1.531 2.968
H: -1.182 -1.755 4.716
H: 0.496 0.104 4.961
H: -1.074 0.590 4.323
H: 1.473 0.177 2.700
H: -0.119 0.466 1.998
H: -0.231 2.647 3.265
H: 1.401 2.336 3.886
H: -0.491 2.446 0.961
H: -1.415 2.769 -1.028
H: -1.122 3.002 -3.453
H: 0.839 1.956 -6.362
H: -0.230 -0.268 -6.067
H: -1.204 -2.454 -5.460
H: -2.115 -4.016 -3.796
H: -2.234 -3.355 -1.404
H: -0.514 0.439 -2.388
H: 3.044 3.748 -2.876
H: 2.747 3.524 -0.434



Record 4
Here is a cluster of 2 separate species, C22H26N5O5 in total from OMol25. Energies are from ωB97M-V/def2-TZVPD.

Computed properties:
Kohn-Sham gap, eV: 6.79
Net charge: -1
ΔE to the lowest compared entry with this formula, charge and spin, kJ/mol: 12.3
Lowest unoccupied orbital energy, hartree: 0.08057
E_tot, eV: -40927.389

Geometry (Å):
O: 3.532 8.991 -0.833
O: 1.766 2.708 0.856
O: 0.330 5.840 -3.049
O: 1.821 1.173 -0.743
N: 1.026 -1.962 1.265
O: -5.093 -7.798 1.966
C: 2.771 8.093 -1.163
C: 1.758 2.359 -0.346
C: 1.527 6.040 -3.210
C: -3.133 -8.279 2.994
C: -4.404 -8.717 2.722
C: -0.007 -1.935 0.448
C: 1.028 -2.906 2.171
C: -4.447 -5.568 1.063
C: -1.047 -2.854 0.484
C: 0.035 -3.855 2.335
C: -3.416 -4.621 0.977
C: -1.972 -6.062 2.277
C: -4.232 -6.752 1.762
C: -3.011 -6.992 2.367
C: -1.060 -3.857 1.463
C: -2.156 -4.852 1.574
N: -0.009 -0.928 -0.454
N: 2.099 -2.823 2.986
N: 1.915 6.588 -4.367
N: 3.277 6.942 -1.601
C: 1.276 8.323 -1.086
C: -4.995 -10.018 3.172
C: 3.276 6.921 -4.786
C: 1.679 3.444 -1.434
C: 2.122 4.837 -0.952
C: 2.582 5.743 -2.113
H: -2.369 -8.796 3.565
H: -5.408 -5.385 0.595
H: -1.829 -2.747 -0.253
H: 0.141 -4.561 3.144
H: -3.617 -3.696 0.449
H: -1.025 -6.306 2.743
H: 0.780 -0.266 -0.337
H: -0.227 -1.178 -1.404
H: 1.876 -2.943 3.964
H: 2.610 -1.977 2.740
H: 1.160 6.774 -5.009
H: 4.279 6.890 -1.535
H: 1.088 9.239 -0.529
H: 0.869 8.422 -2.089
H: 0.798 7.491 -0.575
H: -4.275 -10.586 3.767
H: -5.884 -9.830 3.781
H: -5.284 -10.616 2.304
H: 3.931 6.056 -4.665
H: 3.658 7.751 -4.187
H: 3.276 7.216 -5.836
H: 2.328 3.145 -2.262
H: 0.658 3.500 -1.815
H: 2.975 4.718 -0.282
H: 1.309 5.304 -0.397
H: 3.345 5.159 -2.625



Record 5
Here is a structure of composition C22H27AsBN11NiO6 from OMol25. Energies are from ωB97M-V/def2-TZVPD.

Computed properties:
⟨S²⟩: 3.758
Spin multiplicity: 4
Kohn-Sham gap (spin up / spin down), eV: 8.12 / 4.99
Net charge: +1
ΔE to the lowest compared entry with this formula, charge and spin, kJ/mol: 49.0
Lowest unoccupied orbital energy (spin up / spin down), hartree: -0.12515 / -0.24019
E_tot, eV: -154477.832

Geometry (Å):
Ni: -0.408 -0.938 -0.581
C: -4.647 -0.918 -1.051
C: -3.370 -0.955 -1.604
N: -2.446 -1.007 -0.646
N: -3.104 -1.015 0.529
C: -4.425 -0.963 0.312
B: -2.318 -1.128 1.876
N: -1.464 0.186 1.995
C: -1.334 1.149 2.922
C: -0.352 2.032 2.526
C: 0.087 1.519 1.310
N: -0.590 0.427 0.984
N: -1.320 -2.315 1.797
C: -1.100 -3.299 2.685
C: 0.001 -4.020 2.277
C: 0.414 -3.394 1.100
N: -0.392 -2.378 0.818
N: -3.306 -1.406 2.990
C: -3.620 -0.853 4.191
C: -4.581 -1.627 4.786
C: -4.806 -2.664 3.866
N: -4.047 -2.538 2.798
H: -5.592 -0.893 -1.558
H: -3.078 -0.985 -2.642
H: -5.116 -0.997 1.134
H: -1.925 1.163 3.814
H: -0.001 2.902 3.048
H: 0.868 1.888 0.668
H: -1.745 -3.423 3.536
H: 0.443 -4.870 2.761
H: 1.262 -3.601 0.469
H: -3.153 0.033 4.570
H: -5.047 -1.466 5.740
H: -5.489 -3.495 3.940
N: -0.235 -2.416 -2.128
H: -0.983 -3.098 -2.033
H: 0.644 -2.883 -1.918
H: -0.186 -2.146 -3.106
C: -1.570 1.001 -4.023
As: -0.213 1.206 -2.662
C: -0.669 2.836 -1.745
C: 1.373 1.519 -3.702
H: -1.344 1.785 -4.750
H: -2.559 1.151 -3.597
H: -1.507 0.030 -4.507
H: -0.697 3.602 -2.523
H: 0.080 3.085 -1.000
H: -1.643 2.718 -1.276
H: 1.269 2.517 -4.134
H: 1.414 0.774 -4.495
H: 2.266 1.459 -3.097
O: 2.940 -1.831 -0.688
C: 2.593 -0.674 -0.803
O: 1.344 -0.347 -1.063
C: 3.562 0.453 -0.716
C: 4.923 0.170 -0.639
C: 5.805 1.226 -0.525
C: 5.406 2.551 -0.484
C: 4.049 2.781 -0.566
C: 3.126 1.764 -0.670
N: 3.538 4.169 -0.558
O: 2.329 4.303 -0.561
O: 4.341 5.058 -0.442
N: 7.257 0.933 -0.444
O: 7.580 -0.230 -0.474
O: 7.991 1.873 -0.256
H: 5.280 -0.849 -0.660
H: 6.122 3.355 -0.398
H: 2.074 2.003 -0.717



Record 6
Here is a structure of composition C22H27AuN7 from OMol25. Energies are from ωB97M-V/def2-TZVPD.

Computed properties:
⟨S²⟩: 2.057
Spin multiplicity: 3
Kohn-Sham gap (spin up / spin down), eV: 8.18 / 5.87
Net charge: +3
ΔE to the lowest compared entry with this formula, charge and spin, kJ/mol: 50.6
Lowest unoccupied orbital energy (spin up / spin down), hartree: -0.28703 / -0.39204
E_tot, eV: -37347.954

Geometry (Å):
Au: 0.666 0.374 -1.611
C: 5.571 0.118 3.484
C: 4.321 0.278 2.718
C: 3.363 1.235 3.096
C: 2.200 1.381 2.397
C: 1.880 0.561 1.276
N: 0.724 0.772 0.625
C: -0.435 1.187 1.173
C: -0.776 0.776 2.489
C: -1.963 1.117 3.071
C: -2.927 1.861 2.375
C: -4.232 2.159 2.998
C: -2.611 2.271 1.076
C: -1.397 1.976 0.472
N: -1.170 2.555 -0.792
C: -1.627 3.768 -1.186
C: -1.269 3.955 -2.502
C: -0.592 2.793 -2.861
N: -0.548 1.955 -1.826
C: 2.863 -0.394 0.868
C: 4.053 -0.484 1.575
N: 2.688 -1.307 -0.194
C: 3.323 -2.498 -0.281
C: 3.076 -3.031 -1.526
C: 2.260 -2.096 -2.157
N: 2.028 -1.072 -1.344
H: 5.464 0.494 4.498
H: 6.378 0.692 3.019
H: 5.908 -0.917 3.506
H: 3.561 1.870 3.945
H: 1.493 2.148 2.675
H: -0.068 0.167 3.030
H: -2.166 0.802 4.082
H: -4.171 2.090 4.081
H: -4.988 1.439 2.676
H: -4.600 3.141 2.710
H: -3.338 2.847 0.523
H: -2.146 4.431 -0.524
H: -1.480 4.801 -3.123
H: -0.161 2.518 -3.804
H: 4.820 -1.163 1.237
H: 3.858 -2.921 0.544
H: 3.441 -3.953 -1.928
H: 1.861 -2.093 -3.154
N: -3.135 -4.269 -3.051
C: -3.241 -2.785 -3.230
C: -1.876 -2.051 -3.209
N: -1.451 -1.519 -1.928
H: -4.032 -4.728 -3.277
H: -2.879 -4.536 -2.092
H: -2.431 -4.657 -3.694
H: -3.893 -2.389 -2.450
H: -3.726 -2.608 -4.189
H: -1.942 -1.206 -3.896
H: -1.092 -2.712 -3.584
H: -1.288 -2.252 -1.248
H: -2.151 -0.884 -1.558



Record 7
Here is a structure of composition C22H27BaCl4F6N8O3 from OMol25. Energies are from ωB97M-V/def2-TZVPD.

Computed properties:
Kohn-Sham gap, eV: 5.48
Net charge: -1
ΔE to the lowest compared entry with this formula, charge and spin, kJ/mol: 66.3
Lowest unoccupied orbital energy, hartree: 0.07279
E_tot, eV: -108411.935

Geometry (Å):
Ba: 0.163 -0.477 -0.386
N: 3.009 -0.132 -0.953
C: 3.886 0.183 0.179
C: 3.484 -0.638 1.394
N: 2.207 -0.224 1.994
C: 1.751 -1.301 2.888
C: 0.321 -1.137 3.383
N: -0.609 -1.323 2.275
C: 2.343 1.042 2.731
C: 1.358 2.140 2.336
N: 1.764 2.822 1.106
H: 3.085 -1.120 -1.187
H: 3.271 0.403 -1.772
H: 3.797 1.251 0.388
H: 4.942 -0.034 -0.025
H: 4.291 -0.602 2.143
H: 3.375 -1.681 1.085
H: 2.424 -1.380 3.759
H: 1.814 -2.238 2.330
H: 0.165 -0.141 3.807
H: 0.172 -1.857 4.198
H: -1.574 -1.122 2.512
H: -0.535 -2.273 1.919
H: 3.343 1.456 2.578
H: 2.238 0.847 3.806
H: 1.363 2.878 3.143
H: 0.343 1.720 2.285
H: 1.380 3.758 1.092
H: 1.368 2.370 0.285
Cl: 1.397 -6.730 -4.204
C: 1.407 -5.557 -2.924
C: 2.170 -5.770 -1.790
Cl: 3.138 -7.200 -1.636
C: 2.145 -4.810 -0.767
Cl: 3.091 -5.051 0.679
C: 1.374 -3.648 -0.830
O: 1.330 -2.773 0.132
C: 0.613 -3.399 -2.038
O: -0.063 -2.295 -2.140
C: 0.645 -4.383 -3.031
Cl: -0.317 -4.097 -4.456
N: -4.670 -0.269 -1.086
C: -4.294 -1.173 -2.048
C: -3.075 -1.651 -1.650
N: -2.716 -1.049 -0.470
C: -3.688 -0.228 -0.151
C: -3.687 0.652 1.017
N: -3.433 0.310 2.261
C: -3.497 1.476 2.980
C: -3.793 2.529 2.161
N: -3.938 1.984 0.914
H: -5.546 0.221 -1.041
H: -4.901 -1.384 -2.910
H: -2.401 -2.326 -2.155
H: -3.332 1.487 4.044
H: -3.912 3.582 2.344
H: -3.942 2.478 0.035
C: -1.173 4.155 -1.079
C: -0.671 2.916 -1.869
O: -0.302 1.888 -1.103
C: 0.539 3.404 -2.722
F: 0.997 2.458 -3.559
F: 1.561 3.731 -1.902
F: 0.280 4.503 -3.468
C: -1.807 2.494 -2.841
F: -1.531 1.382 -3.520
F: -2.157 3.441 -3.736
F: -2.949 2.226 -2.128
H: -0.330 4.565 -0.526
H: -1.907 3.799 -0.358
H: -1.592 4.925 -1.725



Record 8
Here is a structure of composition C22H27Cl2NO2W from OMol25. Energies are from ωB97M-V/def2-TZVPD.

Computed properties:
Kohn-Sham gap (spin up / spin down), eV: 5.28 / 3.99
Net charge: 0
Lowest unoccupied orbital energy (spin up / spin down), hartree: -0.05646 / -0.08513
E_tot, eV: -55708.027

Geometry (Å):
C: -1.092 2.852 0.300
C: -2.136 1.955 -0.138
C: -1.810 1.502 -1.471
C: -3.428 1.749 0.528
C: -0.642 2.210 -1.898
C: -0.175 3.005 -0.804
C: 1.019 3.882 -0.840
C: -1.085 3.683 1.534
C: -2.581 0.574 -2.324
C: 0.034 2.053 -3.205
W: -0.265 0.674 0.103
Cl: -2.228 -1.138 0.410
Cl: -0.877 0.465 2.363
O: 0.887 0.097 -1.378
H: -3.401 2.104 1.570
H: -3.744 0.692 0.529
H: -4.180 2.250 -0.109
H: -3.049 -0.219 -1.717
H: -1.935 0.065 -3.049
H: -3.360 1.118 -2.877
H: -0.095 1.044 -3.627
H: 1.120 2.229 -3.105
H: -0.364 2.761 -3.955
H: 1.838 3.396 -1.393
H: 1.411 4.075 0.167
H: 0.784 4.847 -1.317
H: -1.537 3.212 2.421
H: -1.647 4.606 1.312
H: -0.056 3.937 1.830
H: 1.574 -0.582 -1.251
O: 1.279 1.456 1.069
H: 2.084 1.583 0.551
C: -0.557 -4.814 -1.665
C: -1.067 -3.546 -1.990
C: -0.579 -2.433 -1.306
C: 0.263 -2.596 -0.153
C: 0.708 -3.919 0.184
C: 0.326 -5.012 -0.620
N: 0.611 -1.539 0.642
C: 1.578 -1.630 1.637
C: 1.218 -2.049 2.908
C: 2.116 -2.070 3.940
C: 3.450 -1.656 3.669
C: 3.856 -1.249 2.365
C: 2.904 -1.194 1.357
H: -0.821 -5.626 -2.342
H: -1.816 -3.388 -2.787
H: -0.829 -1.402 -1.668
H: 1.357 -3.972 1.062
H: 0.817 -5.951 -0.360
H: 0.150 -2.287 2.996
H: 1.781 -2.373 4.946
H: 4.199 -1.696 4.471
H: 4.901 -0.929 2.139
H: 3.092 -0.808 0.346



Look up the E_tot of the second one.
-46875.453 eV